161
Properties=species:S:1:pos:R:3 method="wB97M-V/def2-TZVPD" orbital_gap_ev=6.925 fmax_ev_per_a=2.7 charge=-3
C 3.718 -0.174 1.113
C 2.415 -0.667 0.564
C 1.322 0.344 1.011
N -0.129 -0.117 1.051
C -0.249 -0.983 2.244
C -0.460 -0.917 -0.240
C -0.994 0.056 -1.293
C -1.781 1.016 -0.403
C -1.150 1.006 0.968
H 4.109 0.793 0.783
H 4.526 -0.774 0.669
H 3.844 -0.254 2.194
H 2.272 -1.671 0.970
H 2.269 -0.642 -0.514
H 1.325 1.142 0.266
H 1.598 0.843 1.940
H -1.300 -1.184 2.468
H 0.086 -0.472 3.146
H 0.246 -1.945 2.135
H -1.191 -1.615 0.175
H 0.375 -1.531 -0.570
H -1.673 -0.369 -2.024
H -0.182 0.605 -1.775
H -2.765 0.543 -0.359
H -1.913 2.059 -0.673
H -1.829 0.914 1.812
H -0.645 1.956 1.146
P -2.039 -4.079 -2.664
F -2.903 -5.449 -2.506
F -0.714 -4.878 -2.202
F -1.719 -4.429 -4.215
F -1.299 -2.592 -2.721
F -3.422 -3.325 -3.146
F -2.436 -3.800 -1.112
P -0.585 2.450 4.807
F 0.632 3.079 5.668
F -1.493 2.273 6.099
F -1.288 3.889 4.426
F -1.792 1.760 3.889
F 0.177 2.610 3.394
F 0.080 0.981 5.060
P 2.132 3.396 -2.049
F 3.782 3.330 -1.795
F 2.561 3.192 -3.594
F 1.935 1.769 -1.894
F 0.591 3.539 -2.468
F 1.858 3.512 -0.492
F 2.302 4.993 -2.161
Cl -3.950 2.677 -4.424
O -3.231 2.414 -3.196
O -5.082 1.786 -4.534
O -4.430 4.055 -4.429
O -3.157 2.467 -5.585
C 0.714 5.885 2.855
O 0.984 6.558 1.624
C 0.477 6.153 0.453
O 0.989 6.365 -0.614
O -0.562 5.374 0.649
C -1.287 4.911 -0.473
H 0.958 4.826 2.818
H -0.318 6.014 3.179
H 1.378 6.422 3.531
H -2.261 4.538 -0.164
H -0.870 3.967 -0.831
H -1.355 5.605 -1.305
C 5.056 -3.325 3.587
O 5.499 -4.226 2.565
C 6.778 -4.177 2.177
O 7.551 -3.353 2.561
O 6.935 -5.085 1.211
C 8.192 -5.166 0.610
H 4.576 -3.865 4.397
H 4.338 -2.583 3.230
H 5.887 -2.695 3.904
H 8.244 -6.080 0.019
H 9.019 -5.236 1.323
H 8.489 -4.367 -0.075
C 4.102 2.546 4.706
O 4.711 1.325 4.369
C 5.841 1.360 3.597
O 6.170 2.264 2.894
O 6.536 0.297 3.974
C 7.727 0.028 3.201
H 3.505 2.353 5.592
H 3.453 3.037 3.970
H 4.779 3.403 4.808
H 8.283 0.935 2.976
H 7.410 -0.421 2.261
H 8.308 -0.691 3.770
C -5.051 3.876 -0.628
O -5.883 4.286 0.471
C -5.675 5.445 1.113
O -6.535 5.834 1.855
O -4.415 5.853 0.972
C -4.060 7.018 1.702
H -4.102 3.461 -0.297
H -4.948 4.680 -1.352
H -5.662 3.064 -1.018
H -2.971 7.071 1.689
H -4.286 6.946 2.766
H -4.479 7.907 1.234
C -6.440 -4.206 -1.512
O -6.884 -3.470 -2.625
C -6.343 -2.284 -2.956
O -6.556 -1.782 -4.015
O -5.649 -1.759 -1.952
C -5.053 -0.491 -2.116
H -5.350 -4.257 -1.489
H -6.861 -5.209 -1.471
H -6.741 -3.759 -0.557
H -4.529 -0.057 -1.261
H -5.776 0.305 -2.292
H -4.256 -0.543 -2.857
F -0.911 -5.392 4.145
C -0.102 -5.002 3.137
C -0.636 -4.518 1.958
C 0.197 -4.403 0.851
C 1.576 -4.526 1.027
C 2.091 -4.902 2.263
C 1.266 -5.207 3.323
H -1.705 -4.427 1.812
H -0.120 -4.105 -0.135
H 2.321 -4.316 0.271
H 3.153 -5.116 2.281
H 1.677 -5.688 4.200
F 0.148 2.081 -7.614
C 0.027 0.800 -7.209
C -0.252 0.582 -5.847
C -0.286 -0.701 -5.367
C -0.092 -1.776 -6.228
C 0.262 -1.527 -7.548
C 0.360 -0.228 -8.054
H -0.491 1.403 -5.182
H -0.446 -0.965 -4.329
H -0.272 -2.776 -5.856
H 0.482 -2.388 -8.169
H 0.380 0.022 -9.107
C 3.523 -3.271 -2.178
C 4.798 -2.744 -1.986
C 5.084 -1.480 -2.445
C 4.113 -0.753 -3.119
C 2.843 -1.260 -3.293
C 2.535 -2.551 -2.854
H 3.261 -4.282 -1.890
H 5.529 -3.375 -1.492
H 6.094 -1.099 -2.350
H 4.402 0.240 -3.440
H 2.107 -0.693 -3.849
H 1.566 -3.024 -2.957
C -6.117 0.276 1.316
C -5.043 0.727 2.105
C -4.325 -0.111 2.944
C -4.701 -1.444 2.911
C -5.700 -1.964 2.109
C -6.392 -1.087 1.272
H -6.732 1.002 0.803
H -4.767 1.775 2.166
H -3.553 0.282 3.590
H -4.054 -2.105 3.483
H -5.858 -3.031 2.031
H -7.323 -1.353 0.786